C4HBrO2 in the gas phase at a distorted geometry. Source: OMol25; level of theory: wB97M-V/def2-TZVPD.

Geometry as XYZ:
```
8
Properties=species:S:1:pos:R:3:forces:R:3:lowdin_spin:R:1
C -0.5932 -0.8695 -0.0017 0.57 2.05 0.09 0.389
C 0.8266 -0.4724 -0.0228 -1.61 1.82 0.04 0.394
C -1.0197 0.5299 0.0547 -2.83 -3.55 0.10 0.183
C 0.4631 0.9764 -0.0361 4.68 -1.59 -0.31 0.190
O -2.0570 1.1129 0.1573 0.41 0.58 -0.08 0.380
O 1.0739 1.9900 -0.1418 -0.76 0.42 0.16 0.349
Br 2.3826 -1.4432 0.0150 -0.07 0.27 -0.05 0.094
H -1.0763 -1.8241 -0.0246 -0.39 -0.01 0.05 0.021
```
Positions in Å, forces in eV/Å.

Computed properties:
2S+1 ... 3
Frontier orbital gap (spin up / spin down) ... 6.86 / 6.26 eV
F_max ... 4.95 eV/Å
Highest occupied orbital energy (spin up / spin down) ... -7.220 / -9.989 eV
E_LUMO (spin up / spin down) ... -0.4 / -3.7 eV
Energy relative to the best compared isomer or geometry (same formula, charge and spin) ... 0.0 kJ/mol



A molecular structure, C4HCeLiO4 at a distorted geometry. Source: OMol25; level of theory: wB97M-V/def2-TZVPD.

Geometry as XYZ:
```
11
Properties=species:S:1:pos:R:3:forces:R:3:lowdin_spin:R:1
O 0.9542 0.3929 -0.8737 -0.23 -0.13 -0.02 0.000
C 1.9880 0.8509 -0.8914 0.13 0.03 0.01 0.000
C -2.1276 1.5197 -1.6506 0.74 0.27 0.98 0.000
C -1.6972 2.7577 -1.9449 -0.04 -0.67 -0.75 0.000
H -0.7176 3.1924 -2.1130 -0.40 -0.14 -0.12 0.000
Li -1.1060 -0.1505 -1.0574 0.21 0.15 -0.09 0.000
O -2.7947 3.6081 -2.1779 -0.34 0.65 0.92 0.000
C -3.8533 2.9525 -1.7742 1.65 -0.51 -0.92 0.000
O -4.9934 3.4225 -1.7981 -2.94 0.10 0.60 -0.006
O -3.5446 1.7250 -1.4551 -0.68 -0.07 -0.20 0.000
Ce -7.6007 3.0709 -1.2865 1.91 0.31 -0.41 2.007
```
Positions in Å, forces in eV/Å.

Computed properties:
Total charge ... +2
2S+1 ... 3
Frontier orbital gap (spin up / spin down) ... 6.01 / 5.95 eV
F_max ... 3.00 eV/Å
Highest occupied orbital energy (spin up / spin down) ... -14.781 / -14.784 eV
E_LUMO (spin up / spin down) ... -8.8 / -8.8 eV
Energy relative to the best compared isomer or geometry (same formula, charge and spin) ... 0.0 kJ/mol



A molecular structure, C4HCl4IN2O2 at a distorted geometry. Source: OMol25; level of theory: wB97M-V/def2-TZVPD.

Geometry as XYZ:
```
14
Properties=species:S:1:pos:R:3:forces:R:3:lowdin_charge:R:1
C -0.9012 -0.9312 -0.8450 -0.75 -1.02 2.26 -0.725
C -0.4707 0.0425 -1.7986 -0.83 -0.31 -1.17 -0.684
C -0.4722 -0.9206 0.4503 0.47 0.29 1.09 -0.662
C -0.0139 2.0289 -0.4734 -0.51 -1.38 -0.31 -1.193
N 0.1056 1.1575 -1.4555 0.11 1.00 -0.22 -0.121
N 1.1686 1.6554 -2.9609 -1.18 0.18 2.17 -0.373
O 1.6326 0.7038 -3.4025 1.77 -3.20 -1.41 0.078
O 1.2296 2.7721 -3.2538 -0.16 3.03 -0.36 0.131
Cl -2.2672 -2.0713 -1.1848 1.45 1.17 -0.08 0.597
Cl -1.0206 -0.3006 -3.4567 0.37 0.67 1.03 0.701
Cl -1.0900 -1.9695 1.6618 -0.25 -0.39 -0.10 0.624
Cl 1.3839 2.5690 0.3835 -0.01 0.05 -0.42 0.595
I -1.7982 2.0351 0.6317 0.25 0.31 -0.27 0.957
H 0.2551 -0.2961 1.0727 -0.75 -0.43 -2.21 0.075
```
Positions in Å, forces in eV/Å.

Computed properties:
Frontier orbital gap (spin up / spin down) ... 6.53 / 6.52 eV
F_max ... 3.92 eV/Å
Highest occupied orbital energy (spin up / spin down) ... -7.944 / -7.936 eV
E_LUMO (spin up / spin down) ... -1.4 / -1.4 eV
Energy relative to the best compared isomer or geometry (same formula, charge and spin) ... 281.3 kJ/mol



C4HClF2O in the gas phase at a distorted geometry. Source: OMol25; level of theory: wB97M-V/def2-TZVPD.

Geometry as XYZ:
```
9
Properties=species:S:1:pos:R:3:forces:R:3:lowdin_charge:R:1
C 0.4093 0.5894 -0.8399 -1.10 -0.52 -1.63 -0.025
C 1.7275 0.6396 -0.2810 0.33 -0.38 1.01 -0.655
C 1.6857 1.8193 0.2828 3.11 1.11 0.81 -0.244
C -0.4398 1.5625 -0.4632 -4.73 -2.36 -0.86 -0.352
O 1.5972 2.9184 0.5966 1.29 0.84 0.21 0.239
F -1.7767 1.7164 -0.7914 1.21 -0.98 -2.28 0.069
F -0.5074 2.1687 0.6580 0.93 1.05 2.78 0.147
Cl 2.7747 -0.6911 0.1060 -0.43 0.45 -0.20 0.677
H 0.2884 -0.1335 -1.6603 -0.60 0.78 0.16 0.142
```
Positions in Å, forces in eV/Å.

Computed properties:
Frontier orbital gap ... 8.79 eV
F_max ... 5.35 eV/Å
Highest occupied orbital energy ... -8.757 eV
E_LUMO ... 0.0 eV
SMILES ... O=C=C(Cl)C=C(F)F
Energy relative to the best compared isomer or geometry (same formula, charge and spin) ... 163.2 kJ/mol



Look up the F_max of the first one.
4.95 eV/Å